(1)
# C31H50O2P2Tc

C31H50O2P2Tc as an isolated structure in a non-equilibrium geometry (wB97M-V/def2-TZVPD, OMol25).

The geometry in XYZ format:
```
86
Properties=species:S:1:pos:R:3:forces:R:3:mulliken_charge:R:1
Tc -0.403603 0.192052 -1.004917 2.63 -1.59 3.85 -0.480
C -1.881491 1.596101 0.007610 -0.03 -0.17 -0.15 1.189
C -2.320100 0.690947 -1.052973 -1.87 0.34 0.81 -0.863
C -2.210404 -0.507912 0.938696 0.03 -0.72 -0.58 0.566
C -1.815955 0.843897 1.216950 -0.95 1.15 -0.51 1.372
C -2.593066 -0.600110 -0.407213 -0.06 0.59 -0.80 1.654
C -1.784244 3.087802 -0.101478 0.13 -0.04 0.15 -2.006
H -1.450417 3.390824 -1.095966 -0.02 0.05 0.10 0.279
H -1.083978 3.476364 0.651964 -0.31 0.02 -0.36 0.409
H -2.768333 3.551572 0.054065 0.16 -0.14 0.05 0.396
C -1.931098 1.479102 2.544965 0.48 0.43 0.37 -1.400
H -1.836305 2.566129 2.453753 0.27 -0.24 0.14 0.604
H -1.225184 1.072826 3.282218 -0.20 0.16 -0.28 -0.116
H -2.959873 1.342708 2.919647 0.21 -0.34 -0.17 0.351
C -2.467196 -1.555974 1.955966 0.53 0.10 0.51 -0.922
H -3.538787 -1.617497 2.189454 0.09 0.08 -0.20 0.486
H -1.934105 -1.299172 2.880077 -0.09 -0.28 -0.31 -0.198
H -2.146657 -2.544821 1.610870 -0.08 0.16 0.08 0.335
C -3.367393 -1.698824 -1.055677 0.33 -0.55 0.07 -1.220
H -4.454529 -1.501518 -1.061892 0.47 0.14 0.07 0.369
H -3.199315 -2.656262 -0.543625 -0.20 0.32 -0.16 0.465
H -3.028967 -1.815745 -2.087256 -0.24 -0.06 0.03 0.244
C -2.867646 1.142648 -2.346596 -0.48 0.42 -0.40 -1.494
H -3.870387 1.577566 -2.227400 0.21 -0.13 -0.11 0.334
H -2.882563 0.324071 -3.061496 -0.38 0.23 0.22 0.458
H -2.195265 1.897418 -2.751426 -0.37 0.20 -0.12 0.183
C 1.363619 0.521710 -2.879903 0.19 1.14 -0.96 -0.252
C 0.293770 1.339798 -3.074677 0.92 0.34 -0.73 -0.413
C -0.246845 1.587998 -4.476927 -0.30 0.78 0.11 -1.593
C -1.157981 0.483999 -5.044778 -0.45 -0.22 0.17 -1.697
C -1.202833 -0.742138 -4.157339 -0.26 -0.80 -1.60 -0.087
C -0.125210 -1.521333 -4.004422 -0.47 -0.98 -1.52 -0.440
C 1.155374 -1.250120 -4.753233 -0.25 -0.25 0.17 -1.042
C 2.005971 -0.162852 -4.077526 0.90 -0.06 0.46 -1.785
H 0.572684 1.749388 -5.207993 -0.23 0.04 0.80 0.375
H -0.774449 0.226981 -6.053255 -0.40 -0.10 0.53 0.521
H -0.846270 2.516363 -4.467531 0.50 -0.25 0.04 0.501
H 2.262738 0.574626 -4.865726 0.00 -0.11 0.80 0.557
H 1.935370 0.522564 -1.948120 -0.18 0.01 -0.04 0.665
H -0.056744 2.043308 -2.308997 0.33 0.04 0.00 1.479
H 2.941859 -0.643639 -3.751691 -0.21 0.47 -0.08 0.432
H 1.739326 -2.182137 -4.818476 -0.25 0.40 -0.04 0.428
H -0.241088 -2.555986 -3.680579 -0.05 0.43 0.22 0.898
H 0.937190 -0.919307 -5.785910 -0.06 -0.33 0.46 0.261
H -2.176035 0.889781 -5.171351 0.44 -0.26 -0.05 0.293
H -2.204783 -1.159057 -4.014021 0.43 0.01 0.49 1.078
P 1.557084 1.994094 0.487540 0.47 0.09 -0.50 1.239
C 1.444130 2.887848 2.101712 -0.58 -0.55 0.17 -0.981
H 2.306966 3.563085 2.245476 -0.35 -0.32 -0.34 0.551
H 1.432137 2.144924 2.913133 0.08 0.22 -0.27 0.104
H 0.503904 3.454414 2.169178 0.37 -0.04 -0.04 0.311
C 3.271630 1.333284 0.525916 -0.32 -0.46 0.00 -0.961
H 3.970909 2.118012 0.863934 -0.35 -0.25 -0.19 0.566
H 3.550971 0.993493 -0.484103 0.04 0.18 0.29 0.393
H 3.286065 0.472854 1.232272 0.01 0.48 -0.31 0.036
C 1.686977 3.374112 -0.723192 -0.29 -0.14 -0.01 -1.259
H 1.844406 2.931555 -1.722279 0.25 0.46 0.45 0.251
H 2.497833 4.067007 -0.441145 -0.33 -0.27 -0.25 0.557
H 0.721553 3.906497 -0.750157 0.50 0.02 0.01 0.306
P 0.709823 -2.186493 -0.162649 0.24 0.04 -0.53 1.178
C -0.413177 -3.264982 -1.101427 -0.06 -0.07 -0.23 -0.848
H 0.121940 -4.153818 -1.467358 -0.28 0.13 0.15 0.619
H -0.791837 -2.687856 -1.958095 -0.03 -0.47 0.47 -0.354
H -1.257678 -3.554492 -0.457747 0.36 -0.06 -0.26 0.294
C 2.245825 -2.118663 -1.150146 0.11 0.16 0.07 -0.919
H 1.997917 -1.823476 -2.184203 0.20 -0.50 0.43 -0.108
H 2.799062 -3.068931 -1.088020 -0.22 0.30 -0.24 0.665
H 2.876016 -1.323096 -0.724044 -0.07 -0.29 -0.03 0.157
C 1.162363 -3.255814 1.272432 -0.28 0.81 0.55 -1.423
H 1.411334 -4.288822 0.952474 -0.16 0.71 -0.10 0.537
H 0.310108 -3.267503 1.967787 0.21 -0.15 -0.20 0.314
H 1.989652 -2.782523 1.828253 -0.18 -0.20 -0.33 0.347
O 2.634166 -0.631097 2.719600 -1.19 0.05 -0.21 -0.912
C 1.434804 -0.496482 3.067724 0.77 -0.36 0.81 -0.932
O 0.438736 -0.272212 2.306017 -0.01 -0.02 -0.38 1.056
C 1.154104 -0.614702 4.571412 -0.05 -0.09 0.84 0.892
C -0.140519 -0.568981 5.140768 0.63 0.00 -0.02 0.415
C -0.324832 -0.628827 6.532800 0.08 -0.02 -0.01 -1.098
C 0.777224 -0.759632 7.388378 0.21 0.10 -0.38 -0.434
C 2.061858 -0.832611 6.835667 -0.27 -0.03 -0.03 -0.574
C 2.244872 -0.769627 5.452188 -0.20 0.06 0.02 -0.900
H -0.991547 -0.497496 4.463306 0.13 0.01 0.37 0.104
H -1.323683 -0.568252 6.980868 0.36 -0.06 -0.37 0.392
H 0.663702 -0.795711 8.479340 -0.11 0.01 -0.57 0.392
H 2.923594 -0.940886 7.500223 -0.27 0.03 -0.31 0.399
H 3.252841 -0.842373 5.050301 -0.26 0.08 -0.05 0.456
```
Positions in Å, forces in eV/Å.

Summary:
Net charge: +2
E_HOMO (alpha / beta), eV: -12.89 / -12.89
E_LUMO (alpha / beta), eV: -8.225 / -8.203
HOMO-LUMO gap (alpha / beta), eV: 4.66 / 4.68
Expectation value of S²: 3.8986
Multiplicity: 4

(2)
# C5H8N2

One molecule with the formula C5H8N2 (wB97M-V/def2-TZVPD, OMol25).

The geometry in XYZ format:
```
15
Properties=species:S:1:pos:R:3:forces:R:3:nbo_charge:R:1
C 2.431461 0.195924 0.175144 0.30 -0.09 0.16 -0.421
N 1.130549 -0.109717 0.280869 -0.21 0.10 -0.13 -0.232
C 0.521544 -1.259859 0.578329 -0.06 -0.25 0.01 -0.107
C -0.890165 -1.182487 0.272664 0.06 0.16 -0.05 -0.310
C -1.176170 0.052225 -0.191726 0.24 -0.16 0.10 0.135
N -2.400959 0.692472 -0.385791 -0.09 -0.04 -0.05 -0.805
C 0.111338 0.840296 -0.227558 0.06 0.09 -0.06 -0.259
H 0.461471 1.109772 -1.224603 -0.34 0.09 0.02 0.229
H 2.724864 1.232632 0.240022 -0.08 -0.06 -0.13 0.183
H 3.146218 -0.604883 0.279724 -0.01 0.06 0.13 0.186
H 1.093848 -2.102405 0.941687 -0.11 0.12 -0.06 0.206
H -1.594443 -1.984004 0.459998 0.07 0.12 -0.01 0.219
H -3.189040 0.057575 -0.403175 0.11 0.11 0.02 0.379
H -2.431580 1.316351 -1.181678 0.02 -0.10 0.03 0.371
H 0.061058 1.746108 0.386089 0.03 -0.14 0.02 0.227
```
Positions in Å, forces in eV/Å.

Summary:
E_HOMO (alpha / beta), eV: -5.95 / -5.73
E_LUMO (alpha / beta), eV: 0.947 / 0.927
HOMO-LUMO gap (alpha / beta), eV: 6.90 / 6.66
ΔE to the lowest compared entry with this formula, charge and spin, eV: 2.724

(3)
# C21H80Cs2O23

C21H80Cs2O23 as an isolated structure in a non-equilibrium geometry (wB97M-V/def2-TZVPD, OMol25).

The geometry in XYZ format:
```
126
Properties=species:S:1:pos:R:3:forces:R:3:mulliken_charge:R:1
Cs 1.860902 0.229853 -3.399101 0.36 -0.45 0.04 1.588
Cs -3.021848 -2.097580 -1.203188 -0.19 -0.24 0.20 1.559
C -0.406812 0.037601 -0.803690 0.75 0.90 1.44 -2.317
O -0.758966 -0.465307 -1.948124 0.34 0.50 0.79 -0.592
O 0.827217 -0.084142 -0.348154 -2.12 0.19 -1.47 -0.940
O -1.283813 0.708457 -0.061039 0.99 -1.24 -1.57 0.667
C 0.858856 -3.695875 -2.642792 -0.02 1.08 0.24 -0.016
O 0.068698 -2.692301 -3.397466 0.70 -0.83 0.77 -0.528
H 1.904520 -3.324552 -2.511007 -0.71 -0.44 -0.33 -0.070
H 0.478343 -3.845412 -1.616749 -0.13 0.24 -0.45 -0.099
H 0.808940 -4.677002 -3.151979 0.07 0.76 -0.04 0.363
H -0.241264 -1.937657 -2.825984 0.49 -0.68 0.03 0.264
C 1.093088 3.573599 -3.342711 2.06 1.06 -0.68 -0.471
O -0.072993 3.323563 -2.604378 -0.06 -0.71 -0.77 -0.255
H 1.427847 4.643283 -3.333212 -0.81 -0.56 0.39 0.313
H 2.040716 3.061978 -3.023103 -0.95 0.02 0.42 -0.131
H 1.070060 3.363690 -4.423644 -0.73 -0.20 0.14 0.230
H -0.559199 2.603026 -3.103066 0.63 0.75 0.64 0.275
C -2.107930 0.396332 5.467589 0.32 -0.03 0.80 -0.655
O -2.360340 -0.763918 4.696448 0.36 0.28 -0.42 -0.407
H -1.502703 1.210049 5.011397 -0.40 -0.66 -0.10 0.183
H -3.048000 0.794250 5.809900 -0.52 0.61 0.01 0.355
H -1.616435 0.082369 6.395862 0.20 -0.07 -0.26 0.280
H -2.688809 -0.454646 3.836399 -0.09 -0.18 -0.09 0.189
C -6.110852 -0.413082 -2.481399 1.10 0.66 0.84 -0.651
O -4.754291 -0.333085 -2.914635 0.73 0.33 0.84 -0.378
H -6.687991 -0.501797 -3.374376 -0.76 -0.52 -0.32 0.260
H -6.247723 -1.210870 -1.719356 -0.22 0.23 -0.63 0.212
H -6.354330 0.546514 -2.015946 -0.36 -0.10 0.11 0.238
H -4.272909 0.313367 -2.309800 -0.66 -0.43 -1.06 0.270
C -0.744662 4.046833 1.047610 -0.43 -1.18 -0.35 -0.788
O -0.310968 2.712516 1.417030 0.39 0.26 0.60 0.418
H -0.570559 4.240748 -0.012569 0.14 -0.10 -0.13 0.143
H -1.854645 4.100214 1.190382 0.93 0.51 0.28 0.237
H -0.134746 4.785852 1.617407 -0.83 -0.65 -0.10 0.210
H -0.596703 1.913795 0.872981 -0.26 1.23 -0.13 -0.091
C -3.844589 1.512220 1.902589 0.19 -0.15 0.74 -0.625
O -3.149051 0.265914 2.007279 0.74 0.53 -0.69 0.509
H -4.463034 1.593778 0.995533 0.24 -0.06 0.24 -0.004
H -4.441446 1.551072 2.804310 -0.61 0.17 -0.03 0.443
H -3.150915 2.354528 2.005540 -0.01 -0.05 -0.37 -0.011
H -2.339925 0.405345 1.463954 -0.39 -0.50 0.16 0.009
C -3.548551 2.990495 -1.646122 1.22 0.41 0.06 -0.827
O -3.402872 1.572906 -1.634251 -0.13 0.28 -0.16 0.186
H -3.642320 3.466984 -2.629320 -0.25 -0.74 -0.19 0.317
H -4.347023 3.356645 -1.022053 -0.51 -0.18 0.30 0.315
H -2.617279 3.408578 -1.267413 0.05 0.20 0.22 0.068
H -2.604661 1.338480 -1.105220 -0.04 -0.09 0.09 0.045
C 4.796699 -2.458225 -1.570375 -0.78 -0.38 0.36 -0.556
O 3.598032 -1.691726 -1.676005 -0.27 -0.35 -0.60 0.043
H 5.191942 -2.301948 -0.568066 0.37 -0.27 -0.22 -0.019
H 4.584338 -3.533932 -1.745205 0.06 0.54 0.17 0.214
H 5.475052 -2.104541 -2.319177 0.69 0.12 -0.33 0.243
H 3.488767 -1.253383 -0.836290 -0.21 0.24 0.39 -0.034
C -3.185991 -4.038557 3.568462 0.77 -0.64 0.60 -0.778
O -3.226789 -2.960954 2.704603 -1.87 0.75 -0.84 -0.233
H -2.484634 -3.739409 4.354632 -0.42 -0.55 0.51 0.232
H -4.209072 -4.190223 3.912034 0.26 -0.18 0.30 0.291
H -2.795854 -4.952443 3.082573 -0.30 0.21 0.14 0.267
H -2.375975 -2.798428 2.358696 1.71 0.24 -0.71 0.176
C 3.637591 1.573060 3.167192 -0.07 -0.86 0.94 -0.789
O 3.857806 0.440628 2.352818 0.08 -0.04 -0.12 -0.258
H 3.502562 2.451720 2.563128 -0.36 0.57 -0.03 0.285
H 2.769091 1.378270 3.850004 0.63 0.51 -0.50 0.155
H 4.536763 1.716279 3.770385 -0.11 0.07 0.12 0.378
H 2.983539 0.057590 2.199867 -0.25 -0.21 -0.15 0.260
C 0.255511 -4.639184 1.066272 -0.92 0.15 0.49 -0.920
O -0.529482 -3.397773 1.229567 0.96 -0.90 -0.40 -0.300
H 0.037324 -5.266519 1.936531 0.04 -0.12 -0.24 0.275
H -0.007171 -5.167482 0.146657 -0.46 0.22 0.13 0.392
H 1.321883 -4.484837 1.019096 0.26 0.57 0.13 0.188
H 0.105839 -2.766449 1.590440 0.00 0.25 -0.13 0.171
C -2.128455 -2.233495 -5.634709 -0.86 -0.09 -2.41 -0.612
O -2.335095 -3.006959 -4.509400 1.10 -0.36 1.12 -0.405
H -1.288922 -1.534306 -5.638441 0.16 -0.02 0.57 0.157
H -1.959215 -2.930188 -6.487916 -0.02 0.58 0.07 0.334
H -3.038087 -1.664265 -5.875094 0.19 -0.12 0.20 0.276
H -1.407774 -3.283953 -4.306829 -0.86 0.11 0.61 0.322
C 2.632426 2.922019 -0.216093 1.10 -1.40 0.59 -0.310
O 2.784987 1.686055 -1.000876 -0.66 0.98 1.24 -0.174
H 3.136263 3.709842 -0.733729 0.07 0.55 -0.38 0.501
H 1.604125 3.116855 0.017798 -0.59 0.22 -0.35 0.090
H 3.122380 2.772086 0.766763 -0.06 0.13 -0.60 -0.422
H 2.095866 1.131970 -0.562161 0.17 -0.41 -0.54 0.045
C 5.927672 0.660689 -4.279372 0.96 0.38 -0.11 -0.382
O 6.674735 0.888718 -3.117096 -0.21 0.04 0.87 -0.568
H 6.455151 1.140834 -5.106612 -0.03 -0.12 -0.03 0.296
H 5.858380 -0.394778 -4.473417 -0.31 -0.63 -0.32 0.257
H 4.962292 1.121274 -4.217108 -0.89 0.21 -0.03 0.020
H 6.104327 0.676757 -2.345782 0.40 0.08 -0.20 0.404
C -1.915947 1.447271 -4.941043 -0.18 0.46 -1.20 -0.788
O -0.806861 1.209559 -4.123329 0.08 -0.72 1.00 -0.303
H -2.861082 1.543002 -4.444956 -0.38 0.25 0.87 0.150
H -1.677400 2.382325 -5.456292 -0.33 -0.16 -0.19 0.361
H -2.092498 0.650970 -5.659307 0.35 -0.11 -0.29 0.245
H -1.021277 0.571280 -3.398224 -0.09 0.17 -0.15 0.283
C 4.259064 -3.019813 2.093694 0.20 -0.29 -1.00 -0.576
O 2.939428 -2.906682 1.586820 0.36 -0.78 -0.42 -0.354
H 4.659925 -4.014814 1.835591 -0.47 0.17 0.30 0.283
H 4.954235 -2.333625 1.595058 -0.17 0.31 0.29 0.035
H 4.264719 -2.870827 3.154940 0.27 0.06 0.65 0.308
H 2.520470 -2.097395 1.881415 -0.18 0.56 0.18 0.262
C 0.220757 3.604175 5.026746 0.46 1.77 0.63 -0.536
O -0.908098 3.428948 4.212236 0.32 -0.95 -1.35 -0.512
H 1.219353 3.342553 4.610143 -0.83 -0.37 0.01 0.098
H 0.302521 4.711064 5.215138 0.02 -0.85 0.12 0.290
H 0.038304 3.125287 5.997400 0.35 -0.09 -0.17 0.290
H -0.642847 2.965662 3.379712 -0.29 0.47 0.51 0.163
C -6.062565 -1.119653 1.832458 -0.23 -0.64 -0.36 -0.682
O -5.205726 -2.045754 1.125024 -0.21 0.35 0.56 -0.368
H -7.013304 -1.607574 2.105136 0.03 0.14 -0.57 0.297
H -5.671551 -0.849599 2.796211 0.72 0.33 0.34 0.197
H -6.248292 -0.192097 1.246152 0.19 -0.79 0.22 0.228
H -4.578525 -2.472667 1.770035 -0.51 0.63 -0.46 0.363
C 0.338874 -0.420885 3.065667 0.00 -1.01 -0.27 -0.123
O 1.335424 -0.662892 2.036740 -0.87 0.33 1.27 0.355
H 0.068094 0.635635 3.198396 0.04 -0.32 -0.33 -0.254
H -0.548908 -1.085392 2.965127 0.25 0.79 -0.50 -0.058
H 0.743910 -0.810224 3.976553 0.54 0.14 0.75 0.467
H 1.004353 -0.256822 1.199845 0.07 -0.20 -0.60 -0.117
C 6.203161 0.727736 0.383199 -0.71 0.42 -0.33 -0.928
O 5.253867 0.350013 -0.602548 -0.45 -0.04 -0.05 -0.124
H 7.072225 0.294247 -0.016735 1.63 -0.46 0.16 0.358
H 6.316440 1.800317 0.414844 0.16 0.53 -0.06 0.335
H 5.964304 0.406358 1.386378 -0.15 -0.44 0.11 0.198
H 4.468620 0.911977 -0.556394 -0.32 0.08 0.04 0.354
```
Positions in Å, forces in eV/Å.

Summary:
E_HOMO, eV: -9.49
E_LUMO, eV: -0.091
HOMO-LUMO gap, eV: 9.40

(4)
# C4H6O2

One molecule with the formula C4H6O2 (wB97M-V/def2-TZVPD, OMol25).

The geometry in XYZ format:
```
12
Properties=species:S:1:pos:R:3:forces:R:3:nbo_charge:R:1
C -1.605210 -0.082067 0.608021 -0.11 0.04 0.00 -0.602
C -0.136738 -0.485799 0.492996 -0.02 -0.01 0.03 -0.512
C 0.475737 0.126422 -0.743598 -0.33 -0.06 -0.32 0.488
O -0.135720 0.333651 -1.770422 0.28 -0.01 0.47 -0.498
C 1.953631 0.510293 -0.742495 0.35 -0.14 0.17 0.350
O 2.794502 -0.109188 -0.141143 -0.42 0.32 -0.22 -0.477
H -1.700362 1.007713 0.623806 0.00 -0.11 0.03 0.209
H -2.173886 -0.440967 -0.253345 0.08 0.01 0.15 0.225
H -2.055700 -0.472238 1.524270 0.09 -0.01 -0.14 0.215
H -0.037583 -1.577532 0.416484 0.04 0.16 -0.04 0.246
H 0.446184 -0.195022 1.374130 -0.06 0.00 -0.16 0.227
H 2.175145 1.384734 -1.388702 0.10 -0.18 0.02 0.129
```
Positions in Å, forces in eV/Å.

Summary:
E_HOMO, eV: -9.83
E_LUMO, eV: -0.327
HOMO-LUMO gap, eV: 9.50
SMILES string: CCC(=O)C=O
ΔE to the lowest compared entry with this formula, charge and spin, eV: 1.015